# 1
Density functional theory data (the ωB97M-V functional and the def2-TZVPD basis) for the molecule C5H10O2 in a non-equilibrium geometry.

The geometry in XYZ format:
```
17
Properties=species:S:1:pos:R:3:forces:R:3:mulliken_charge:R:1
O 2.174 0.960 0.149 0.0 -1.9 -0.8 -0.66
C 1.481 -0.508 -0.100 1.3 0.8 -0.4 -0.74
C 0.061 -0.835 0.468 0.6 0.9 0.0 0.33
C -0.242 0.619 0.850 -0.4 0.6 0.4 -0.59
C -1.255 1.035 -0.221 -0.3 0.4 0.2 -0.53
O -1.281 0.025 -1.227 0.0 0.1 0.0 -0.40
C -1.043 -1.194 -0.570 0.5 0.0 0.2 -0.70
H 2.142 1.586 -0.608 -0.3 -1.1 0.3 0.31
H 1.463 -0.567 -1.177 0.4 -0.4 -0.2 0.34
H 2.245 -1.046 0.434 0.3 -0.5 -0.4 0.31
H 0.029 -1.573 1.294 0.5 0.6 -0.3 0.45
H -0.533 0.719 1.888 -0.7 0.1 0.1 0.38
H 0.737 1.178 0.714 -2.3 -0.2 0.9 0.25
H -0.974 1.960 -0.731 -0.2 0.0 0.1 0.32
H -2.247 1.145 0.227 -0.2 0.1 -0.2 0.27
H -0.792 -1.948 -1.330 0.2 0.2 0.2 0.34
H -1.965 -1.556 -0.061 0.5 0.2 0.1 0.30
```
Forces are in eV/Å.

## Properties
**LUMO**: 0.90 eV
**Strongest force on any atom**: 2.5 eV/Å
**Energy above the lowest of the compared OMol25 structures with the same formula, charge and spin**: 3.5827 eV
**SMILES**: OC[C@H]1CCOC1
**Energy**: -9439.460 eV
**Total charge**: 0

---

# 2
Density functional theory data (the ωB97M-V functional and the def2-TZVPD basis) for the molecule C5H10O2 in a non-equilibrium geometry.

The geometry in XYZ format:
```
17
Properties=species:S:1:pos:R:3:forces:R:3:mulliken_charge:R:1
C 1.827 0.130 -1.367 0.1 0.0 0.0 -1.38
C 0.398 -0.145 -0.917 0.0 0.2 -0.2 0.26
O 0.244 -1.482 -0.474 0.1 -0.1 0.2 -0.55
C -0.058 0.858 0.143 0.1 0.0 0.0 -0.71
C -1.415 0.508 0.727 -0.2 0.4 0.5 -0.46
C -1.425 -0.585 1.729 0.3 -0.9 0.7 -0.06
O -0.462 -1.026 2.309 0.3 0.1 -0.2 -0.53
H 1.923 1.135 -1.794 0.0 -0.1 0.1 0.35
H 2.519 0.053 -0.518 -0.1 0.0 -0.1 0.34
H 2.133 -0.601 -2.120 -0.1 0.1 0.1 0.33
H -0.273 -0.066 -1.783 0.1 0.0 0.1 0.29
H 0.608 -1.537 0.423 -0.1 -0.1 -0.1 0.37
H 0.686 0.901 0.948 -0.1 0.0 -0.1 0.36
H -0.102 1.858 -0.305 0.0 -0.1 0.0 0.37
H -2.177 0.307 -0.041 0.1 0.3 0.3 0.31
H -1.744 1.302 1.451 -0.2 0.0 -1.0 0.30
H -2.403 -0.955 2.068 -0.4 0.1 -0.3 0.42
```
Forces are in eV/Å.

## Properties
**LUMO**: 0.94 eV
**Strongest force on any atom**: 1.2 eV/Å
**Energy above the lowest of the compared OMol25 structures with the same formula, charge and spin**: 1.2952 eV
**SMILES**: C[C@@H](O)CCC=O
**Energy**: -9441.748 eV
**Total charge**: 0